ORCA calculation (the ωB97M-V functional and the def2-TZVPD basis) on a structure of composition C30H37FeN2O2P2S2.

Values from the calculation:
net charge = 0
ΔE to the lowest compared entry with this formula, charge and spin = 66.2 kJ/mol
lowest unoccupied orbital energy (alpha / beta) = 0.6 / 0.6 eV
2S+1 = 2
largest force on an atom = 0.03379 Eh/bohr

Last column: Mulliken charge in e.
Atoms and positions in Å:
Fe1 0.824 -0.043 0.109  -0.2302
C1 0.924 2.800 2.503  -1.4769
C2 1.968 1.952 1.826  0.5943
C3 2.465 0.816 2.452  -0.1652
C4 3.518 0.078 1.901  0.5566
C5 4.060 -1.130 2.621  -1.6618
C6 4.041 0.482 0.689  -0.5128
C7 3.519 1.580 -0.006  1.1222
C8 4.098 1.971 -1.339  -1.6431
C9 2.494 2.307 0.573  -0.5797
H1 -0.022 2.773 1.959  0.1741
H2 1.241 3.844 2.544  0.4178
H3 0.737 2.456 3.522  0.3321
H4 2.071 0.535 3.427  0.3423
H5 4.902 -1.567 2.081  0.3513
H6 3.293 -1.905 2.725  0.2184
H7 4.399 -0.874 3.628  0.4343
H8 4.876 -0.067 0.260  0.3567
H9 3.815 1.248 -2.108  0.2441
H10 5.189 2.014 -1.291  0.4485
H11 3.727 2.945 -1.659  0.3572
H12 2.118 3.188 0.065  0.2909
N1 -0.272 -2.479 1.545  -0.0036
P1 -1.058 -1.143 0.825  1.4530
C10 -2.571 -1.898 0.110  0.5102
C11 -2.593 -1.984 -1.271  -0.5841
C12 -3.666 -2.603 -1.920  -0.6392
C13 -4.698 -3.139 -1.174  -0.4780
C14 -4.674 -3.071 0.216  -0.7794
C15 -3.605 -2.449 0.855  -0.3250
C16 -1.749 -0.282 2.307  0.1075
C17 -2.915 0.469 2.212  -0.3650
C18 -3.345 1.258 3.279  -0.7106
C19 -2.609 1.300 4.450  -0.5236
C20 -1.439 0.557 4.553  -0.6849
C21 -1.010 -0.220 3.483  -0.4295
C22 0.931 -2.841 0.960  0.1087
C23 1.433 -4.146 1.116  -0.9628
C24 2.614 -4.472 0.499  -0.4379
C25 3.266 -3.537 -0.282  -1.2818
C26 2.696 -2.275 -0.371  -0.3600
N2 1.578 -1.925 0.261  0.9059
H13 -0.799 -3.237 1.953  0.3311
H14 -1.773 -1.558 -1.843  0.2709
H15 -3.682 -2.661 -3.002  0.4425
H16 -5.534 -3.615 -1.675  0.3813
H17 -5.483 -3.495 0.798  0.4110
H18 -3.596 -2.379 1.939  0.4514
H19 -3.497 0.455 1.297  0.3653
H20 -4.255 1.837 3.185  0.4158
H21 -2.942 1.909 5.281  0.3878
H22 -0.851 0.591 5.463  0.4125
H23 -0.091 -0.790 3.569  0.3266
H24 0.881 -4.868 1.706  0.4416
H25 3.020 -5.471 0.613  0.4043
H26 4.179 -3.766 -0.813  0.4825
H27 3.142 -1.500 -0.981  0.3609
C27 -3.440 2.329 -3.482  -1.3462
C28 -3.099 1.238 -2.492  -0.0481
O1 -1.799 0.688 -2.775  -0.3207
P2 -0.441 1.304 -2.155  1.3717
S1 0.942 -0.079 -2.370  -0.5853
S2 -0.693 1.999 -0.333  -0.7461
O2 -0.158 2.556 -3.118  -0.3441
C29 0.160 2.320 -4.506  -0.3577
C30 1.548 2.837 -4.783  -1.0863
H28 -4.457 2.694 -3.307  0.4366
H29 -3.382 1.956 -4.507  0.2804
H30 -2.753 3.172 -3.380  0.2650
H31 -3.794 0.404 -2.560  0.3139
H32 -3.112 1.613 -1.469  0.2005
H33 -0.594 2.844 -5.094  0.3612
H34 0.090 1.256 -4.733  0.4016
H35 1.635 3.884 -4.486  0.3027
H36 1.776 2.759 -5.850  0.4130
H37 2.280 2.252 -4.223  0.1113



ORCA calculation (the ωB97M-V functional and the def2-TZVPD basis) on a cluster of 2 separate species, H2NO3S in total.

Values from the calculation:
net charge = -1
ΔE to the lowest compared entry with this formula, charge and spin = 378.5 kJ/mol
lowest unoccupied orbital energy = 4.0 eV
largest force on an atom = 0.10510 Eh/bohr

Last column: natural (NBO) charge in e.
Atoms and positions in Å:
N1 -0.249 -0.323 -0.358  -0.7023
O1 1.228 -0.696 -0.215  -0.6421
O2 0.552 -0.779 -2.811  -0.9844
O3 -0.702 0.923 1.776  -1.0458
S1 0.716 0.033 -1.594  1.4699
H1 -0.488 0.483 0.843  0.4702
H2 -1.057 0.359 2.359  0.4345



ORCA calculation (the ωB97M-V functional and the def2-TZVPD basis) on an isolated molecule of C5H5N.

Values from the calculation:
net charge = 0
ΔE to the lowest compared entry with this formula, charge and spin = 209.4 kJ/mol
lowest unoccupied orbital energy = 0.6 eV
largest force on an atom = 0.02078 Eh/bohr

Last column: natural (NBO) charge in e.
Atoms and positions in Å:
C1 -1.555 -0.734 0.331  -0.5942
C2 -0.748 0.188 -0.594  -0.4951
C3 0.700 0.039 -0.459  0.1746
C4 1.870 0.145 -0.177  -0.1829
C5 3.049 0.664 0.327  0.2301
N1 3.941 1.232 0.803  -0.2748
H1 -1.000 -0.932 1.251  0.2207
H2 -1.781 -1.690 -0.145  0.2160
H3 -2.497 -0.252 0.604  0.2183
H4 -0.911 1.233 -0.302  0.2454
H5 -1.067 0.106 -1.638  0.2419



ORCA calculation (the ωB97M-V functional and the def2-TZVPD basis) on the ion C6H11ClN4O2 with charge +2.

Values from the calculation:
net charge = +2
ΔE to the lowest compared entry with this formula, charge and spin = 17.9 kJ/mol
lowest unoccupied orbital energy = -8.7 eV
largest force on an atom = 0.08603 Eh/bohr

Last column: natural (NBO) charge in e.
Atoms and positions in Å:
C1 4.011 0.764 -0.324  -0.2753
O1 2.704 0.763 0.213  -0.4758
C2 1.899 -0.291 0.049  0.7573
O2 2.085 -1.218 -0.630  -0.5434
C3 0.558 0.037 0.593  0.1301
Cl1 0.351 -0.219 2.303  0.0885
N1 -0.044 1.165 0.089  -0.6413
C4 -1.486 1.336 0.450  -0.3278
C5 -2.468 0.269 0.118  0.6079
N2 -3.785 0.385 0.091  -0.6500
N3 -1.951 -0.964 -0.175  -0.5971
C6 -0.643 -1.229 -0.138  0.5388
N4 -0.235 -2.303 -0.715  -0.6522
H1 4.631 1.614 -0.013  0.2440
H2 3.852 0.921 -1.421  0.2046
H3 4.492 -0.180 -0.129  0.2190
H4 0.602 1.946 -0.287  0.4849
H5 -1.778 2.190 -0.085  0.2845
H6 -1.490 1.397 1.637  0.3064
H7 -4.235 1.274 0.257  0.4598
H8 -4.441 -0.417 0.126  0.4575
H9 -2.534 -1.799 -0.048  0.4435
H10 0.814 -2.525 -0.754  0.5047
H11 -0.907 -2.917 -1.206  0.4314



ORCA calculation (the ωB97M-V functional and the def2-TZVPD basis) on an isolated molecule of C6H10S.

Values from the calculation:
net charge = 0
ΔE to the lowest compared entry with this formula, charge and spin = 292.1 kJ/mol
lowest unoccupied orbital energy = 0.8 eV
largest force on an atom = 0.12003 Eh/bohr

Last column: natural (NBO) charge in e.
Atoms and positions in Å:
C1 2.022 0.601 -0.429  -0.3985
C2 2.017 -0.806 0.191  -0.4194
C3 0.544 -1.041 -0.151  -0.4596
C4 -0.206 0.161 0.150  -0.0861
C5 0.756 1.299 0.146  -0.4452
C6 -1.356 -0.015 1.209  -0.4821
S1 -1.964 -0.043 -0.577  0.0474
H1 2.983 1.078 -0.140  0.2177
H2 1.847 0.506 -1.455  0.2052
H3 2.702 -1.721 -0.094  0.2236
H4 2.390 -0.742 1.256  0.2066
H5 0.382 -1.356 -1.188  0.2313
H6 0.214 -2.081 0.339  0.2136
H7 0.491 2.013 -0.767  0.2344
H8 0.580 1.960 1.151  0.2362
H9 -1.208 -1.085 1.575  0.2352
H10 -1.631 0.915 1.859  0.2397



ORCA calculation (the ωB97M-V functional and the def2-TZVPD basis) on a structure of composition C20H24Br33N3O2S2.

Values from the calculation:
net charge = 0
lowest unoccupied orbital energy = -1.4 eV
largest force on an atom = 0.02918 Eh/bohr

Last column: Mulliken charge in e.
Atoms and positions in Å:
C1 0.891 1.141 0.716  -0.1852
N1 1.335 1.996 -0.382  0.4740
C2 0.448 2.738 -1.097  0.3807
O1 0.737 3.244 -2.154  -0.6884
O2 -0.783 2.906 -0.548  -0.0918
C3 -1.026 4.286 -0.209  -0.6273
C4 -2.181 4.378 0.764  -0.5573
C5 -1.831 3.972 2.198  -0.8844
S1 -2.087 2.216 2.597  0.3002
C6 -3.703 1.808 1.997  -0.3911
S2 -5.077 2.377 2.588  -0.1690
N2 -3.668 0.851 0.939  0.4678
C7 -3.550 -0.500 1.116  -1.4346
C8 -3.487 -1.026 -0.148  -0.8157
N3 -3.589 -0.027 -1.075  -0.4821
C9 -3.696 1.098 -0.406  -0.2766
H1 -0.039 0.611 0.517  0.1996
H2 1.668 0.401 0.904  0.1505
H3 0.796 1.714 1.635  -0.2626
H4 1.950 1.509 -1.019  -0.2239
H5 -0.123 4.711 0.237  0.4141
H6 -1.237 4.854 -1.116  0.3196
H7 -3.040 3.836 0.373  0.1184
H8 -2.468 5.432 0.793  0.4740
H9 -2.413 4.556 2.906  0.5265
H10 -0.763 4.133 2.346  0.3288
H11 -3.484 -1.013 2.057  0.9216
H12 -3.360 -2.072 -0.357  0.8960
H13 -3.767 2.082 -0.833  0.4807
C10 -2.072 -4.491 3.180  -0.4346
Br1 -2.091 -2.578 2.948  0.1159
Br2 -2.112 -4.990 5.037  -0.0290
Br3 -3.489 -5.319 2.187  0.1311
H14 -1.137 -4.852 2.774  0.3732
C11 0.312 0.373 5.717  -0.2934
Br4 0.898 1.426 7.213  -0.0710
Br5 -1.603 0.257 5.625  -0.0634
Br6 1.030 1.018 4.055  0.3125
H15 0.693 -0.628 5.864  0.3799
C12 3.637 -2.565 2.302  -0.4676
Br7 4.236 -1.547 3.818  -0.0268
Br8 1.722 -2.697 2.253  0.0349
Br9 4.302 -1.832 0.650  0.0006
H16 4.037 -3.563 2.406  0.3919
C13 3.433 2.069 -3.448  -0.1902
Br10 4.010 1.961 -5.281  -0.0624
Br11 3.301 0.318 -2.650  -0.0648
Br12 4.559 3.224 -2.411  0.0339
H17 2.438 2.497 -3.440  0.2846
C14 -6.221 -4.886 -1.263  -0.3030
Br13 -7.715 -4.932 -0.052  -0.0433
Br14 -5.137 -3.318 -0.995  0.2878
Br15 -5.167 -6.496 -1.152  -0.0867
H18 -6.624 -4.841 -2.264  0.3707
C15 6.333 4.968 -6.882  -0.0966
Br16 6.147 6.135 -8.400  0.0092
Br17 7.886 3.848 -7.036  0.0008
Br18 6.320 5.946 -5.232  -0.0001
H19 5.470 4.318 -6.873  0.0833
C16 -6.045 -8.023 4.147  -0.3109
Br19 -7.706 -8.664 4.872  -0.0415
Br20 -4.548 -9.021 4.824  0.0007
Br21 -6.077 -7.991 2.226  0.0115
H20 -5.923 -7.002 4.479  0.3085
C17 -1.423 -3.357 -3.685  -0.3842
Br22 -2.511 -4.942 -3.822  -0.0537
Br23 -2.127 -2.137 -2.378  0.2892
Br24 0.421 -3.798 -3.338  -0.0305
H21 -1.455 -2.866 -4.646  0.3714
C18 7.564 9.375 -10.416  -0.2185
Br25 7.385 10.563 -11.916  -0.0246
Br26 9.112 8.251 -10.581  0.0080
Br27 7.558 10.330 -8.748  0.0094
H22 6.698 8.730 -10.416  0.2056
C19 4.323 3.845 3.844  -0.3857
Br28 5.153 2.187 4.351  -0.0062
Br29 4.034 3.927 1.942  0.0154
Br30 2.695 4.173 4.810  -0.0448
H23 5.011 4.635 4.106  0.3384
C20 -0.432 -9.854 3.391  -0.3686
Br31 1.476 -9.612 3.362  -0.0375
Br32 -1.348 -8.375 2.577  0.1030
Br33 -0.950 -11.525 2.598  -0.0155
H24 -0.733 -9.885 4.427  0.3211



ORCA calculation (the ωB97M-V functional and the def2-TZVPD basis) on an isolated molecule of C5H12O2.

Values from the calculation:
net charge = 0
ΔE to the lowest compared entry with this formula, charge and spin = 63.8 kJ/mol
lowest unoccupied orbital energy = 0.8 eV
largest force on an atom = 0.00727 Eh/bohr

Last column: natural (NBO) charge in e.
Atoms and positions in Å:
C1 2.360 0.259 1.290  -0.6086
C2 0.935 0.657 0.934  -0.4132
C3 0.295 -0.240 -0.123  0.0872
O1 0.404 -1.603 0.211  -0.7301
C4 -1.184 0.144 -0.365  0.0806
C5 -1.554 0.108 -1.832  -0.6369
O2 -1.974 -0.749 0.413  -0.7410
H1 2.379 -0.762 1.677  0.2217
H2 3.010 0.290 0.409  0.1998
H3 2.781 0.933 2.044  0.2067
H4 0.305 0.657 1.832  0.2000
H5 0.918 1.679 0.540  0.1945
H6 0.855 -0.118 -1.064  0.1623
H7 -0.446 -1.872 0.597  0.4902
H8 -1.350 1.149 0.040  0.1621
H9 -1.303 -0.869 -2.258  0.2193
H10 -2.617 0.326 -1.989  0.2040
H11 -0.978 0.875 -2.354  0.2211
H12 -2.835 -0.863 -0.002  0.4801



ORCA calculation (the ωB97M-V functional and the def2-TZVPD basis) on the ion C5H15N2 with charge +1.

Values from the calculation:
net charge = +1
ΔE to the lowest compared entry with this formula, charge and spin = 262.2 kJ/mol
lowest unoccupied orbital energy = -3.6 eV
largest force on an atom = 0.06262 Eh/bohr

Last column: natural (NBO) charge in e.
Atoms and positions in Å:
C1 -0.685 0.013 -2.517  -0.4367
N1 0.407 -0.197 -1.513  -0.6904
C2 0.340 -1.374 -0.496  -0.2467
C3 -0.476 -1.328 0.750  -0.4262
C4 -1.077 0.125 0.949  -0.4159
C5 -0.002 1.283 0.904  -0.2661
N2 1.252 1.228 1.776  -0.6796
H1 -0.340 0.023 -3.563  0.2280
H2 -1.617 -0.579 -2.340  0.2096
H3 -0.998 1.106 -2.309  0.1863
H4 1.387 -0.433 -1.900  0.3886
H5 1.335 -1.384 0.006  0.1845
H6 0.251 -2.277 -1.078  0.2139
H7 0.028 -1.650 1.752  0.2023
H8 -1.324 -2.058 0.683  0.2420
H9 -1.669 0.346 0.094  0.2403
H10 -1.730 0.110 1.858  0.2332
H11 0.320 1.382 -0.193  0.3012
H12 -0.422 2.199 1.405  0.2154
H13 1.307 2.063 2.357  0.4380
H14 1.088 0.474 2.449  0.4381
H15 2.172 1.142 1.401  0.4401



ORCA calculation (the ωB97M-V functional and the def2-TZVPD basis) on a structure of composition C44H41N6NiP2SSe2.

Values from the calculation:
net charge = +1
ΔE to the lowest compared entry with this formula, charge and spin = 18.5 kJ/mol
lowest unoccupied orbital energy (alpha / beta) = -3.6 / -3.6 eV
largest force on an atom = 0.03160 Eh/bohr

Last column: Mulliken charge in e.
Atoms and positions in Å:
Ni1 -0.045 1.333 -1.681  -0.5587
Se1 -5.918 -1.463 0.618  -0.3551
P1 -4.113 -2.478 0.158  0.6580
C1 -3.200 -3.086 1.605  0.5867
C2 -3.571 -2.698 2.884  -0.6111
C3 -2.887 -3.204 3.982  -0.7596
C4 -1.855 -4.113 3.800  -0.5078
C5 -1.479 -4.495 2.519  -0.7221
C6 -2.142 -3.977 1.419  -0.4539
C7 -4.504 -3.918 -0.868  0.5906
C8 -4.929 -3.708 -2.179  -0.4720
C9 -5.372 -4.780 -2.934  -0.7506
C10 -5.410 -6.054 -2.383  -0.4520
C11 -5.016 -6.256 -1.070  -0.7134
C12 -4.569 -5.189 -0.305  -0.2583
C13 -2.903 -1.490 -0.749  0.5153
C14 -2.134 -0.359 -0.445  -0.1158
N1 -1.396 -0.121 -1.568  0.6755
N2 -1.712 -0.999 -2.493  -1.3457
N3 -2.605 -1.824 -2.025  -0.0179
P2 -1.762 0.637 0.989  0.8556
Se2 -0.791 2.456 0.370  -0.2122
C15 -3.235 1.096 1.905  0.7352
C16 -3.375 0.850 3.266  -0.2411
C17 -4.493 1.336 3.925  -0.6711
C18 -5.448 2.066 3.232  -0.5458
C19 -5.295 2.321 1.877  -0.7189
C20 -4.187 1.835 1.207  -0.5865
C21 -0.609 -0.314 2.008  1.0103
C22 -0.007 0.317 3.096  -0.5320
C23 0.957 -0.351 3.830  -0.9377
C24 1.347 -1.633 3.461  -0.7810
C25 0.765 -2.249 2.364  -0.8200
C26 -0.217 -1.593 1.635  -0.2345
H1 -4.401 -2.016 3.011  0.4032
H2 -3.176 -2.903 4.981  0.4639
H3 -1.349 -4.537 4.659  0.4441
H4 -0.679 -5.211 2.378  0.5332
H5 -1.852 -4.267 0.415  0.4011
H6 -4.913 -2.715 -2.602  0.3739
H7 -5.697 -4.620 -3.953  0.3862
H8 -5.761 -6.889 -2.975  0.3955
H9 -5.062 -7.245 -0.634  0.3989
H10 -4.283 -5.350 0.725  0.3714
H11 -2.624 0.278 3.797  0.4305
H12 -4.615 1.148 4.983  0.4384
H13 -6.318 2.444 3.753  0.4141
H14 -6.043 2.884 1.335  0.4193
H15 -4.056 2.022 0.149  0.3874
H16 -0.286 1.333 3.349  0.5810
H17 1.413 0.124 4.689  0.4527
H18 2.113 -2.149 4.026  0.5017
H19 1.071 -3.246 2.071  0.5282
H20 -0.670 -2.083 0.784  0.2796
N4 0.781 2.986 -2.508  -0.1497
S1 2.297 3.450 -2.713  0.1991
C27 2.207 5.201 -3.173  0.4870
C28 3.360 5.969 -3.088  -0.4297
C29 3.280 7.329 -3.335  -0.6627
C30 2.062 7.908 -3.667  -0.4362
C31 0.930 7.120 -3.799  -0.6355
C32 0.999 5.754 -3.561  -0.2018
C33 3.068 3.709 -1.086  0.6122
C34 4.375 3.289 -0.896  -0.4346
C35 4.967 3.476 0.346  -0.5568
C36 4.243 4.055 1.377  -0.4902
C37 2.929 4.457 1.175  -0.8629
C38 2.340 4.296 -0.068  -0.5255
H21 0.208 3.737 -2.133  0.2100
H22 4.308 5.521 -2.820  0.3683
H23 4.169 7.940 -3.260  0.4005
H24 1.996 8.976 -3.827  0.3977
H25 -0.014 7.562 -4.088  0.4046
H26 0.122 5.133 -3.691  0.5246
H27 4.922 2.828 -1.711  0.5509
H28 5.993 3.174 0.508  0.4733
H29 4.707 4.199 2.344  0.4365
H30 2.363 4.902 1.983  0.4561
H31 1.323 4.629 -0.234  0.5328
N5 1.555 0.224 -1.323  -0.3195
C39 2.554 -0.320 -1.538  0.6584
N6 3.688 -0.912 -1.749  0.0252
C40 4.925 -0.464 -1.101  -0.4958
C41 5.444 -1.574 -0.193  -0.6235
C42 5.659 -2.856 -1.003  -0.7068
C43 4.362 -3.274 -1.702  -0.5032
C44 3.802 -2.136 -2.550  -0.7537
H32 4.734 0.453 -0.547  0.2632
H33 5.655 -0.257 -1.889  0.2959
H34 4.707 -1.756 0.594  0.2851
H35 6.374 -1.256 0.279  0.3525
H36 5.997 -3.656 -0.345  0.3339
H37 6.443 -2.689 -1.747  0.3161
H38 3.620 -3.571 -0.957  0.2427
H39 4.544 -4.133 -2.349  0.3475
H40 2.824 -2.392 -2.956  0.4488
H41 4.475 -1.927 -3.386  0.3085



ORCA calculation (the ωB97M-V functional and the def2-TZVPD basis) on a cluster of 2 separate species, C2H2ClNO3 in total.

Values from the calculation:
net charge = -2
ΔE to the lowest compared entry with this formula, charge and spin = 141.2 kJ/mol
lowest unoccupied orbital energy = 5.3 eV
largest force on an atom = 0.09967 Eh/bohr

Last column: natural (NBO) charge in e.
Atoms and positions in Å:
C1 -0.248 0.425 1.523  0.8635
C2 -0.714 -0.943 0.497  -0.4750
N1 -0.588 -0.581 -0.831  0.0633
O1 -1.177 1.170 1.700  -0.7130
O2 0.554 -0.726 -1.250  -0.4249
O3 0.898 0.292 1.836  -0.6950
Cl1 1.641 -10.150 -10.557  -1.0000
H1 -1.806 -0.973 0.766  0.1817
H2 -0.113 -1.584 0.995  0.1996